Entry from the Open Molecules 2025 dataset: C17H20FeI2O2S2 as an isolated structure (ωB97M-V/def2-TZVPD).

Results
Lowest unoccupied orbital energy (spin up / spin down) in eV: -9.7129 / -13.4936
Molar mass in g/mol: 630.132
Calculated total energy in eV: -94278.28339
Energy relative to the best compared isomer or geometry (same formula, charge and spin) in kJ/mol: 11.1
HOMO energy (spin up / spin down) in eV: -17.38 / -17.39

Geometry as ORCA input:
```
! RIJCOSX wB97M-V def2-TZVPD def2/J DEFGRID3
* xyz 3 6
Fe 1.709 1.028 1.472
O 2.773 -0.485 1.131
S 3.072 -1.781 0.345
C 1.726 -2.915 0.794
C 0.373 -2.257 1.032
C -0.463 -2.027 -0.228
C -1.676 -1.132 0.040
S -1.229 0.600 -0.316
O -0.142 1.055 0.622
C -2.725 1.394 0.147
C -2.764 2.307 1.221
C -3.954 2.916 1.499
C -5.102 2.665 0.669
C -5.041 1.763 -0.421
C -3.861 1.148 -0.701
C 2.711 -1.420 -1.355
C 2.721 -2.488 -2.244
C 2.482 -2.240 -3.587
C 2.259 -0.942 -4.031
C 2.298 0.120 -3.137
C 2.532 -0.116 -1.788
H 2.091 -3.412 1.692
H 1.713 -3.655 -0.009
H 0.524 -1.315 1.565
H -0.185 -2.888 1.727
H -0.841 -2.981 -0.603
H 0.138 -1.608 -1.036
H -2.046 -1.174 1.066
H -2.497 -1.336 -0.651
H -1.880 2.486 1.817
H -4.051 3.590 2.340
H -6.025 3.196 0.874
H -5.917 1.593 -1.033
H -3.774 0.495 -1.562
H 2.928 -3.499 -1.910
H 2.489 -3.062 -4.290
H 2.092 -0.755 -5.083
H 2.180 1.133 -3.497
H 2.632 0.721 -1.106
I 1.446 1.472 4.207
C 2.632 3.210 3.888
I 2.977 3.452 1.805
H 3.586 3.070 4.383
H 2.089 4.073 4.253
*
```


Entry from the Open Molecules 2025 dataset: C20H29EuN8O9P as an isolated structure at a distorted geometry (ωB97M-V/def2-TZVPD).

Results
Lowest unoccupied orbital energy (spin up / spin down) in eV: -0.2831 / -1.3690
Molar mass in g/mol: 708.437
Calculated total energy in eV: -80175.28684
Energy relative to the best compared isomer or geometry (same formula, charge and spin) in kJ/mol: 704.1
HOMO energy (spin up / spin down) in eV: -3.83 / -3.70

Geometry as ORCA input:
```
! RIJCOSX wB97M-V def2-TZVPD def2/J DEFGRID3
* xyz 0 8
Eu -0.769 0.754 -0.669
N -1.950 3.320 -4.465
C -3.079 2.479 -4.718
C -3.192 1.724 -3.593
N -2.178 1.970 -2.702
C -1.461 2.926 -3.258
C -0.313 3.563 -2.698
N 0.306 3.084 -1.628
C 1.287 3.945 -1.354
C 1.243 5.029 -2.246
N 0.194 4.755 -3.108
H -1.644 4.160 -4.988
H -3.571 2.376 -5.691
H -3.985 1.076 -3.314
H 1.930 3.835 -0.461
H 1.946 5.898 -2.244
H -0.216 5.351 -3.847
N -2.035 2.814 3.710
C -2.953 2.199 2.706
C -2.182 2.035 1.407
O -2.781 1.589 0.369
O -0.944 2.279 1.496
H -1.618 3.578 3.173
H -2.592 3.105 4.476
H -3.923 2.767 2.592
H -3.341 1.239 3.089
O 2.360 -6.666 1.493
C 2.136 -5.437 1.517
O 3.077 -4.558 1.851
C 0.729 -4.855 1.318
C -0.226 -5.036 2.345
C -1.445 -4.340 2.149
N -1.778 -3.565 1.153
C -0.878 -3.394 0.183
C 0.419 -4.040 0.244
C -1.306 -2.635 -1.051
O -1.301 -3.266 -2.119
O -1.511 -1.399 -0.858
H -0.033 -5.597 3.283
H -2.221 -4.522 2.871
H 1.105 -3.881 -0.609
N 2.696 -1.970 1.376
C 2.324 -1.360 2.690
P 0.656 -0.563 2.611
O -0.289 -1.283 3.487
O 0.415 -0.253 1.079
C 0.943 1.095 3.482
N -0.173 1.280 4.521
H 2.046 -1.653 0.700
H 2.791 -3.588 1.689
H 3.631 -1.583 1.034
H 3.130 -0.608 3.031
H 2.405 -2.110 3.487
H 0.849 1.870 2.748
H 1.948 1.234 3.945
H 0.204 1.755 5.369
H -0.571 0.425 4.760
H -1.071 1.949 4.118
C 2.711 -1.255 -3.017
C 1.414 -0.641 -3.048
C 0.748 -0.738 -4.411
O 0.863 -0.041 -2.106
H 3.283 -0.903 -3.913
H 2.673 -2.339 -3.154
H 3.266 -1.008 -2.105
H 0.129 0.132 -4.534
H 0.127 -1.687 -4.469
H 1.548 -0.817 -5.173
*
```


Entry from the Open Molecules 2025 dataset: C25H40BN7OSV as an isolated structure (ωB97M-V/def2-TZVPD).

Results
Lowest unoccupied orbital energy (spin up / spin down) in eV: -0.5284 / 0.2988
Molar mass in g/mol: 548.466
Calculated total energy in eV: -76257.53317
Energy relative to the best compared isomer or geometry (same formula, charge and spin) in kJ/mol: 0.0
HOMO energy (spin up / spin down) in eV: -8.71 / -8.90

Geometry as ORCA input:
```
! RIJCOSX wB97M-V def2-TZVPD def2/J DEFGRID3
* xyz 0 2
V 0.832 -0.615 0.309
C -3.266 2.376 -1.380
C -2.493 1.824 -0.230
C -2.697 1.985 1.118
C -1.684 1.250 1.756
N -0.903 0.677 0.836
N -1.415 1.038 -0.383
B -0.787 0.535 -1.684
N -0.880 -1.029 -1.671
N -0.718 -1.744 -0.507
C -1.064 -3.001 -0.752
C -1.469 -3.117 -2.085
C -1.328 -1.856 -2.632
C -1.577 -1.401 -4.028
C -0.941 -4.070 0.307
C -1.822 -5.264 -0.064
C 0.523 -4.524 0.380
C -1.391 -3.518 1.663
N 0.672 1.104 -1.746
N 1.467 1.116 -0.627
C 2.499 1.916 -0.867
C 2.377 2.442 -2.159
C 1.212 1.913 -2.676
C 0.592 2.131 -4.013
C 3.606 2.135 0.137
C 4.476 3.310 -0.312
C 4.474 0.873 0.210
C 3.007 2.463 1.508
C -1.580 1.169 3.266
C -1.414 2.597 3.808
C -2.894 0.574 3.797
C -0.430 0.322 3.780
H -4.080 2.994 -1.005
H -3.691 1.581 -1.992
H -2.638 2.993 -2.023
H -3.476 2.560 1.586
H -1.380 0.934 -2.635
H -1.821 -3.997 -2.592
H -1.925 -2.239 -4.629
H -0.655 -1.024 -4.473
H -2.327 -0.611 -4.067
H -1.512 -5.713 -1.009
H -2.872 -4.976 -0.147
H -1.738 -6.031 0.707
H 0.846 -4.947 -0.572
H 0.636 -5.287 1.153
H 1.184 -3.690 0.616
H -2.409 -3.124 1.606
H -0.737 -2.719 2.013
H -1.373 -4.315 2.408
H 3.045 3.123 -2.654
H 1.249 2.748 -4.622
H -0.373 2.632 -3.932
H 0.438 1.183 -4.529
H 4.962 3.108 -1.267
H 5.262 3.480 0.426
H 3.895 4.229 -0.406
H 4.938 0.671 -0.757
H 3.894 -0.003 0.493
H 5.269 1.015 0.947
H 2.394 3.365 1.457
H 3.810 2.635 2.227
H 2.387 1.651 1.886
H -2.249 3.238 3.525
H -0.495 3.050 3.430
H -1.359 2.573 4.898
H -3.758 1.171 3.508
H -2.861 0.529 4.888
H -3.040 -0.439 3.418
H 0.536 0.719 3.472
H -0.498 -0.708 3.433
H -0.461 0.315 4.871
O 2.160 -1.860 -3.399
C 2.054 -1.697 -2.229
N 1.964 -1.543 -1.052
S 1.821 -1.184 1.963
*
```


Entry from the Open Molecules 2025 dataset: C21H26BFN6Rh as an isolated structure at a distorted geometry (ωB97M-V/def2-TZVPD).

Results
Lowest unoccupied orbital energy in eV: -4.4857
Molar mass in g/mol: 495.197
Calculated total energy in eV: -37537.57996
Energy relative to the best compared isomer or geometry (same formula, charge and spin) in kJ/mol: 27.9
HOMO energy in eV: -11.70

Geometry as ORCA input:
```
! RIJCOSX wB97M-V def2-TZVPD def2/J DEFGRID3
* xyz 1 1
Rh -0.275 0.337 0.279
C 3.271 0.301 1.008
C 2.721 0.230 -0.377
C 3.465 0.160 -1.551
C 2.557 0.111 -2.590
C 2.826 0.015 -4.053
N 1.323 0.164 -2.066
N 1.420 0.246 -0.706
B -0.024 0.098 -2.798
N -0.843 1.376 -2.519
N -1.143 1.598 -1.228
C -1.883 2.703 -1.155
C -2.394 3.223 0.147
C -2.057 3.210 -2.449
C -1.384 2.340 -3.288
C -1.228 2.366 -4.771
N -0.798 -1.112 -2.147
N -1.030 -1.108 -0.808
C -1.693 -2.216 -0.463
C -2.114 -2.521 0.933
C -1.899 -2.956 -1.627
C -1.320 -2.238 -2.660
C -1.241 -2.556 -4.114
H 4.357 0.317 0.952
H 2.967 -0.557 1.602
H 2.939 1.199 1.528
H 4.538 0.140 -1.625
H 3.900 -0.010 -4.219
H 2.414 0.870 -4.590
H 2.389 -0.888 -4.479
H 0.138 -0.050 -3.967
H -2.237 2.504 0.955
H -3.463 3.425 0.087
H -1.896 4.154 0.419
H -2.606 4.089 -2.737
H -1.744 3.231 -5.180
H -1.647 1.469 -5.227
H -0.177 2.428 -5.056
H -1.847 -1.722 1.622
H -1.639 -3.437 1.284
H -3.193 -2.667 0.976
H -2.411 -3.900 -1.707
H -1.730 -3.507 -4.306
H -0.204 -2.628 -4.443
H -1.731 -1.789 -4.713
F 0.764 -0.946 6.032
C 0.667 -0.736 4.716
C 0.452 0.549 4.262
C 0.348 0.752 2.888
C 0.449 -0.314 2.006
C 0.691 -1.593 2.494
C 0.791 -1.820 3.855
H 0.381 1.366 4.967
H 0.207 1.777 2.535
H 0.800 -2.425 1.808
H 0.966 -2.807 4.260
*
```